Formula: C33H79BrF7O13PSi2
Source: the OMol25 dataset
Level of theory: ωB97M-V with the def2-TZVPD basis set

Calculated values
DFT total energy, eV: -176229.785
E_LUMO, eV: 0.16
Kohn-Sham gap, eV: 8.62

The geometry in XYZ format:
```
136
Properties=species:S:1:pos:R:3:forces:R:3
Br 4.202 2.942 -0.459 -0.391 0.304 -0.268
P 2.463 1.649 0.023 -0.065 -1.218 0.918
Si -1.352 0.710 -1.935 0.541 0.087 0.622
Si 1.458 1.202 -1.949 0.669 -0.034 -0.385
F -1.906 -0.378 -5.234 0.452 0.499 -0.132
F -3.815 -0.132 -4.267 -0.325 0.510 0.184
F -0.977 -1.887 -3.499 0.364 0.027 0.002
F -1.934 -1.722 -1.009 0.023 -0.179 0.272
F -2.846 -2.905 -3.155 -0.476 -0.214 0.035
F -3.744 -0.709 -1.689 -0.416 -0.074 -0.074
F -3.374 -1.921 -5.367 -0.183 -0.202 -0.218
O 1.221 -0.314 3.014 0.081 -0.161 0.078
O -1.645 -4.674 1.541 0.119 -0.142 0.063
O -4.174 -2.931 0.366 0.005 -0.210 0.148
O 4.321 5.052 -5.600 -0.278 -0.071 -0.035
O 8.869 -0.546 -0.455 0.134 -0.118 -0.057
O 5.367 1.537 2.441 0.057 0.094 0.099
O -6.931 4.669 5.893 0.078 -0.202 -0.130
O -5.000 2.472 4.550 0.046 -0.174 -0.045
O 8.885 -1.126 -5.162 0.016 -0.087 0.038
O 1.315 2.559 0.830 0.694 0.354 -0.393
O 0.190 0.190 -1.584 -0.378 0.638 -0.323
O -0.656 -7.223 4.384 0.006 -0.062 0.092
O 2.326 2.562 -4.934 -0.117 -0.097 -0.004
C -8.112 4.173 5.256 -0.083 -0.001 0.267
C -4.033 1.726 5.281 -0.282 0.143 0.145
C -5.865 -4.000 -1.016 0.058 -0.018 -0.009
C -1.696 -6.011 1.062 -0.092 0.300 -0.262
C 9.811 -2.703 -6.772 0.056 0.054 0.047
C -5.922 0.563 2.027 0.389 0.048 0.024
C 8.848 -1.883 -0.949 -0.032 0.158 -0.212
C 1.173 2.531 -5.769 0.239 0.170 -0.045
C -4.686 0.659 6.140 -0.008 -0.016 -0.036
C 4.357 7.464 -5.250 0.016 -0.041 -0.099
C -1.925 -5.941 6.018 -0.040 -0.036 -0.029
C -2.860 -0.994 -4.563 -0.213 -0.951 -0.047
C -5.306 1.345 0.902 -0.243 0.228 -0.161
C -1.860 1.915 -0.602 -0.723 -0.014 -0.409
C 1.539 2.279 -7.220 0.033 -0.042 -0.004
C -3.944 1.281 0.630 -0.092 0.104 -0.124
C -3.350 2.025 -0.396 -0.389 -0.231 0.485
C -2.294 -1.697 -3.288 0.138 0.193 0.097
C 9.833 -2.075 -2.087 0.078 0.067 0.073
C 8.840 -2.474 -5.629 -0.045 0.171 -0.244
C -0.628 -6.658 5.691 -0.073 0.181 -0.182
C -9.363 4.813 5.826 0.055 0.079 0.013
C -0.910 -6.176 -0.226 0.044 0.017 0.004
C 1.058 0.147 4.349 -0.127 0.240 -0.263
C -2.435 -0.904 -1.974 0.840 0.271 -0.330
C 3.682 6.143 -4.934 0.263 0.048 0.098
C -5.531 2.923 -0.905 -0.164 -0.201 0.263
C -5.479 -3.500 0.364 0.042 0.146 -0.199
C -6.110 2.178 0.118 0.782 0.015 -0.197
C 6.480 0.881 3.046 -0.198 -0.290 -0.129
C -4.165 2.849 -1.163 -0.097 -0.028 -0.030
C -0.266 0.873 4.506 -0.040 -0.022 0.084
C 7.202 -0.012 2.054 -0.166 0.124 0.197
H -0.460 -7.482 6.383 0.035 -0.049 -0.047
H -1.901 -5.526 7.027 0.004 0.014 -0.008
H 4.351 7.645 -6.325 -0.050 0.012 0.001
H 0.534 1.731 -5.392 0.002 0.003 0.063
H 9.591 -1.414 -2.919 -0.048 -0.059 -0.050
H 9.096 -2.529 -0.108 -0.030 0.060 0.066
H -0.939 -7.210 -0.577 -0.013 0.009 -0.012
H -5.463 -4.322 1.079 0.052 0.033 0.054
H -6.162 3.581 -1.484 0.029 0.082 -0.153
H 0.129 -5.886 -0.075 0.009 -0.034 0.030
H -0.790 -6.500 3.763 0.004 0.035 0.007
H 1.204 0.457 2.438 0.051 0.028 -0.064
H 2.433 0.449 -2.757 0.027 0.017 0.042
H 6.529 -0.786 1.675 0.028 -0.048 0.050
H 10.845 -1.833 -1.759 -0.001 -0.065 0.054
H -6.250 -0.418 1.692 -0.102 -0.118 -0.036
H 8.638 0.037 -1.186 0.022 0.005 -0.012
H -5.198 0.429 2.825 0.039 -0.106 0.083
H -3.745 3.451 -1.959 0.079 0.039 -0.028
H -1.301 1.331 -3.269 -0.323 -0.041 -0.111
H 8.063 -0.498 2.517 0.010 -0.019 -0.040
H -3.939 0.080 6.687 -0.013 0.005 0.016
H -2.741 -6.304 0.912 0.029 -0.142 0.025
H 2.647 6.151 -5.274 -0.003 -0.082 -0.028
H -1.320 -5.533 -1.009 -0.050 -0.043 -0.013
H -6.760 1.104 2.454 -0.197 0.005 0.016
H -6.859 -4.450 -1.008 -0.005 0.015 -0.010
H -5.863 -3.180 -1.738 -0.062 0.016 0.018
H -4.176 -2.193 -0.250 0.042 0.059 -0.009
H -1.490 2.890 -0.923 0.304 0.063 0.090
H 9.570 -2.057 -7.620 -0.047 -0.055 -0.030
H -0.312 1.740 3.842 0.046 0.047 0.053
H 7.143 1.665 3.411 -0.056 0.062 0.000
H 1.096 -0.730 4.994 0.032 -0.051 -0.056
H 4.765 0.856 2.122 -0.034 0.016 -0.022
H -2.767 -6.629 5.942 0.014 -0.025 0.042
H -3.442 2.411 5.899 0.120 -0.103 0.001
H 1.893 0.805 4.616 -0.020 -0.020 0.111
H 7.833 -2.128 -1.281 0.017 -0.126 0.029
H 9.093 -3.105 -4.780 -0.022 0.049 0.064
H -5.369 1.112 6.863 0.055 0.009 0.048
H 2.897 3.273 -5.244 0.219 0.110 -0.014
H -0.409 1.215 5.533 -0.021 0.036 -0.017
H -2.102 -5.127 5.312 0.042 0.040 0.033
H 0.629 3.477 -5.672 -0.120 -0.062 -0.028
H 2.194 3.070 -7.593 -0.050 0.039 -0.007
H -2.034 -4.105 0.865 -0.156 0.100 0.141
H -1.092 0.213 4.237 0.025 -0.053 0.042
H -8.156 3.085 5.368 -0.052 -0.013 -0.110
H -10.257 4.443 5.322 -0.002 -0.014 0.016
H 5.235 5.019 -5.301 0.014 -0.061 -0.008
H -6.201 -2.754 0.715 -0.070 -0.087 0.047
H 3.852 8.291 -4.751 0.016 -0.003 0.018
H -8.011 4.403 4.197 0.104 -0.001 -0.003
H 0.219 -5.968 5.769 0.010 -0.019 0.120
H 10.828 -2.465 -6.459 0.002 -0.042 0.029
H 0.649 2.240 -7.849 0.006 0.013 -0.003
H 8.649 -0.555 -5.899 -0.001 0.041 0.016
H -9.456 4.599 6.894 -0.042 -0.066 -0.016
H 6.132 0.300 3.907 0.107 0.031 0.061
H 9.781 -3.740 -7.110 -0.012 0.007 -0.017
H 1.032 2.429 -2.651 -0.296 -0.019 0.073
H 1.559 3.494 0.783 -0.346 0.109 0.061
H 7.818 -2.714 -5.941 0.013 -0.112 0.033
H 9.819 -3.106 -2.446 0.001 0.000 0.007
H -5.589 2.897 5.184 0.030 0.259 -0.062
H -3.367 1.268 4.550 0.005 0.067 -0.067
H -1.275 -6.643 1.842 -0.035 -0.055 0.000
H 7.546 0.561 1.202 0.078 0.054 -0.016
H 5.401 7.451 -4.927 -0.022 0.028 0.074
H -9.320 5.897 5.713 -0.008 -0.003 -0.051
H -5.271 -0.021 5.520 0.038 -0.025 -0.019
H -1.389 1.636 0.336 0.247 0.000 0.031
H 2.078 1.336 -7.315 -0.041 -0.027 0.012
H -7.165 2.258 0.328 -0.159 0.024 0.001
H -6.997 4.466 6.832 -0.026 0.077 0.029
H -3.324 0.637 1.244 0.060 -0.014 0.049
H 3.686 5.959 -3.855 -0.103 0.043 0.008
H -5.147 -4.743 -1.365 -0.014 -0.031 0.031
```
Forces are in eV/Å.